[1]
{"formula": "C24H37F3O11S2", "method": "ωB97M-V/def2-TZVPD", "species": ["C", "C", "O", "C", "C", "O", "C", "C", "O", "C", "F", "F", "F", "O", "S", "O", "O", "O", "C", "S", "C", "C", "C", "C", "C", "C", "C", "C", "H", "H", "H", "H", "H", "H", "H", "H", "H", "H", "H", "H", "H", "H", "H", "H", "H", "H", "H", "H", "H", "O", "C", "O", "C", "C", "C", "H", "H", "H", "H", "H", "H", "H", "H", "O", "C", "O", "C", "C", "C", "H", "H", "H", "H", "H", "H", "H", "H"], "xyz": [[2.3635, -4.6176, 3.8467], [2.0444, -5.1247, 2.3290], [0.7866, -4.5119, 1.9488], [0.8250, -4.0650, 0.5509], [-0.3491, -2.9737, 0.3344], [-0.9752, -2.6887, 1.6127], [-1.5008, -1.3611, 1.6840], [-2.5012, -0.8242, 0.5502], [-3.2271, -1.8482, -0.1740], [-4.2334, -2.4608, 0.6007], [-5.1210, -3.0973, -0.3319], [-5.0319, -1.5799, 1.3532], [-3.7518, -3.5310, 1.4214], [-2.3346, -1.4516, 2.9100], [-2.3349, 0.0550, 3.6876], [-1.9626, 0.0801, 5.1363], [-3.6710, 0.7406, 3.4685], [-1.2010, 0.8032, 2.6602], [-0.3469, -0.3114, 2.2058], [0.4853, -1.3450, 3.5422], [0.5997, 0.3770, 1.1171], [1.8346, 1.1538, 1.8290], [1.7441, 1.8000, 3.2438], [2.9554, 2.5079, 3.9423], [4.3431, 2.6080, 3.2485], [4.4468, 2.0000, 1.8166], [3.2320, 1.2899, 1.1150], [3.5308, 0.7278, -0.3617], [1.3332, -4.5365, 4.3566], [3.0598, -5.3528, 4.3993], [2.8685, -3.5854, 3.7282], [2.9143, -4.9156, 1.6207], [1.8708, -6.2594, 2.4267], [1.8515, -3.6657, 0.2422], [0.5550, -5.0112, -0.0608], [-0.0344, -2.0576, -0.2679], [-1.1547, -3.5087, -0.3043], [-3.1746, 0.0162, 0.9730], [-1.8399, -0.2897, -0.2361], [1.5766, -1.8855, 2.8367], [0.0544, 1.1070, 0.4116], [1.1152, -0.4023, 0.4340], [0.7802, 1.7718, 3.8683], [2.8273, 2.9335, 5.0040], [5.2025, 3.1015, 3.8099], [5.4760, 2.0744, 1.3163], [2.5834, 0.4163, -0.9187], [4.3431, -0.0777, -0.3905], [3.9668, 1.6283, -0.9593], [-4.7299, -0.4164, -5.9474], [-5.6173, -0.7063, -5.1766], [-5.6799, -0.1172, -3.9676], [-6.8037, -0.2185, -3.0790], [-6.6894, -1.4440, -2.1959], [-6.6000, -1.7940, -5.5048], [-7.7467, -0.1841, -3.6297], [-6.7795, 0.6773, -2.4540], [-6.7020, -2.3647, -2.7834], [-7.5132, -1.4798, -1.4794], [-5.7471, -1.4314, -1.6473], [-6.1958, -2.7550, -5.1820], [-6.7437, -1.8135, -6.5870], [-7.5851, -1.6379, -5.0694], [5.8744, 2.6551, -2.1148], [5.4596, 3.7925, -2.1610], [4.2530, 4.0898, -1.6442], [3.7683, 5.4268, -1.4433], [3.0825, 5.9494, -2.6888], [6.2263, 4.8655, -2.8795], [4.5656, 6.0871, -1.0946], [3.0403, 5.3676, -0.6309], [3.7756, 6.0172, -3.5303], [2.6605, 6.9405, -2.5079], [2.2785, 5.2749, -2.9934], [5.9425, 4.8679, -3.9333], [7.2917, 4.6411, -2.7981], [6.0906, 5.8579, -2.4539]], "mulliken_charge": [-0.79, -0.32, -0.20, -0.66, -0.10, -0.58, 0.83, -0.91, -0.35, 0.91, -0.27, -0.24, -0.20, -0.35, 1.30, -0.59, -0.63, -0.48, 0.66, -0.03, -0.10, 0.38, -0.52, -0.55, -0.58, -0.46, 0.43, -0.62, 0.22, 0.36, 0.14, 0.31, 0.24, 0.36, 0.30, 0.26, 0.15, 0.43, 0.26, 0.06, 0.36, 0.02, 0.22, 0.31, 0.33, 0.32, 0.22, 0.29, -0.09, -0.57, 0.74, -0.38, -0.51, -0.66, -0.91, 0.37, 0.31, 0.24, 0.42, 0.04, 0.24, 0.31, 0.32, -0.56, 0.88, -0.31, -0.44, -0.99, -1.21, 0.34, 0.35, 0.27, 0.37, 0.30, 0.28, 0.33, 0.35], "lumo_energy_ev": 0.27, "multiplicity": 1, "homo_lumo_gap_ev": 8.74, "smiles": "CCOCCO[C@@]1(COC(F)(F)F)OS(=O)(=O)O[C@]1(S)Cc1ccccc1C.CCOC(C)=O.CCOC(C)=O", "largest_force_ev_per_a": 5.1}



[2]
{"formula": "C38H22N8Re", "method": "ωB97M-V/def2-TZVPD", "species": ["Re", "C", "C", "C", "C", "C", "N", "C", "N", "C", "C", "C", "C", "C", "C", "C", "C", "N", "C", "N", "C", "N", "C", "N", "C", "N", "C", "C", "C", "C", "C", "C", "C", "C", "C", "C", "C", "C", "N", "C", "C", "H", "H", "H", "H", "H", "H", "H", "H", "H", "H", "H", "H", "H", "H", "H", "H", "C", "C", "C", "C", "C", "C", "H", "H", "H", "H", "H", "H"], "xyz": [[-0.0093, -0.0269, 0.0564], [4.2326, -0.5321, -4.0986], [3.3873, -1.5290, -4.6185], [2.3801, -2.0897, -3.8563], [2.2680, -1.6429, -2.5433], [1.3067, -1.9767, -1.5236], [1.6578, -1.3165, -0.2952], [2.6746, -0.3787, -0.6775], [3.2021, 0.5579, 0.0732], [2.5266, 1.3803, 0.7945], [2.9928, 2.3709, 1.7622], [4.2471, 2.6298, 2.2696], [4.3579, 3.7000, 3.1590], [3.2505, 4.4688, 3.4995], [1.9857, 4.2052, 2.9655], [1.8838, 3.1414, 2.1007], [0.7249, 2.5895, 1.3699], [-0.4884, 3.0810, 1.3827], [-1.5198, 2.4963, 0.8199], [-1.6020, 1.1783, 0.4137], [-2.8828, 0.9556, -0.0431], [-3.3843, -0.1928, -0.4376], [-2.6606, -1.2367, -0.7418], [-1.2977, -1.2580, -0.8832], [-0.9188, -2.5266, -1.3215], [0.2843, -2.7683, -1.7121], [-2.0958, -3.3906, -1.3603], [-2.2438, -4.7203, -1.6926], [-3.5405, -5.2351, -1.6655], [-4.6263, -4.4324, -1.3301], [-4.4657, -3.0816, -1.0104], [-3.1823, -2.5864, -1.0278], [-3.6540, 2.1997, 0.0439], [-4.9593, 2.4876, -0.2865], [-5.3910, 3.7978, -0.0659], [-4.5414, 4.7571, 0.4731], [-3.2224, 4.4487, 0.8146], [-2.8066, 3.1572, 0.5808], [1.1413, 1.5117, 0.6446], [3.1000, -0.6583, -2.0310], [4.0939, -0.0674, -2.8035], [5.0058, -0.1196, -4.7329], [3.5309, -1.8578, -5.6389], [1.7213, -2.8509, -4.2509], [5.1076, 2.0367, 1.9899], [5.3212, 3.9365, 3.5898], [3.3717, 5.2902, 4.1928], [1.1256, 4.8083, 3.2229], [-1.3974, -5.3364, -1.9662], [-3.7064, -6.2754, -1.9109], [-5.6178, -4.8646, -1.3186], [-5.3106, -2.4550, -0.7585], [-5.6202, 1.7354, -0.6956], [-6.4068, 4.0725, -0.3165], [-4.9109, 5.7610, 0.6324], [-2.5611, 5.1892, 1.2439], [4.7361, 0.7049, -2.4025], [1.3969, -0.7872, 2.5549], [0.0464, -1.0044, 1.9792], [-0.1726, -2.4387, 1.6543], [0.8487, -3.1440, 1.1632], [2.0821, -2.3553, 0.9129], [2.4242, -1.4803, 2.0625], [1.5187, -0.0640, 3.3548], [-0.7522, -0.5639, 2.5699], [-1.1496, -2.8791, 1.8224], [0.8038, -4.1932, 0.9090], [2.9157, -2.9372, 0.5274], [3.4435, -1.3955, 2.4112]], "lowdin_spin": [0.43, 0.00, -0.01, 0.00, -0.01, 0.00, -0.01, -0.02, -0.01, 0.00, 0.01, 0.00, 0.02, 0.00, 0.02, 0.00, 0.10, -0.01, 0.11, -0.01, 0.11, 0.00, 0.10, 0.00, 0.01, 0.00, 0.01, 0.00, 0.02, 0.00, 0.02, 0.00, 0.01, 0.03, 0.02, 0.02, 0.03, 0.01, 0.00, 0.00, 0.00, 0.00, 0.00, 0.00, 0.00, 0.00, 0.00, 0.00, 0.00, 0.00, 0.00, 0.00, 0.00, 0.00, 0.00, 0.00, 0.00, 0.00, 0.00, 0.00, 0.01, -0.01, 0.00, 0.00, 0.00, 0.00, 0.00, 0.00, 0.00], "lumo_energy_ev": [-7.59, -7.68], "multiplicity": 2, "homo_lumo_gap_ev": [4.78, 5.50], "charge": 2, "largest_force_ev_per_a": 0.9}



[3]
{"formula": "C22H30N3O3RuS3Si", "method": "ωB97M-V/def2-TZVPD", "species": ["Ru", "C", "C", "C", "C", "C", "C", "N", "N", "Si", "C", "C", "C", "H", "H", "H", "H", "H", "H", "H", "H", "H", "H", "H", "H", "H", "H", "H", "S", "C", "N", "C", "C", "C", "C", "C", "C", "S", "H", "H", "H", "H", "O", "S", "C", "C", "C", "C", "H", "H", "H", "H", "H", "H", "H", "H", "C", "C", "O", "O", "H", "H", "H"], "xyz": [[-0.0201, 0.1805, -0.1409], [1.5605, 3.3136, 1.9704], [1.9203, 1.9109, 2.3369], [2.6696, 1.6233, 3.4754], [3.0232, 0.3039, 3.7338], [2.6311, -0.6928, 2.8694], [1.8696, -0.3416, 1.7376], [1.5317, 0.9495, 1.5191], [1.4152, -1.1785, 0.8023], [2.2683, -2.4362, -0.0073], [2.2889, -4.0655, 1.0021], [1.3204, -2.6733, -1.6449], [4.0688, -1.8490, -0.2811], [2.4643, 3.8667, 1.7174], [1.0759, 3.8115, 2.8064], [0.8907, 3.3042, 1.1143], [2.9626, 2.4258, 4.1308], [3.6017, 0.0523, 4.6124], [2.8725, -1.7277, 3.0448], [1.2886, -4.4547, 1.1616], [2.7459, -3.9224, 1.9757], [2.8658, -4.8203, 0.4788], [0.2986, -2.9979, -1.4664], [1.7974, -3.3967, -2.2988], [1.2659, -1.7250, -2.1797], [4.5817, -1.7145, 0.6680], [4.0857, -0.8926, -0.7955], [4.6444, -2.5541, -0.8712], [1.9595, 1.0157, -1.9980], [0.5066, 1.0277, -2.8563], [-0.6206, 0.7540, -2.2493], [-1.7126, 0.8303, -3.0527], [-3.0288, 0.6268, -2.6542], [-4.0260, 0.7130, -3.6026], [-3.7236, 1.0004, -4.9329], [-2.4216, 1.2293, -5.3404], [-1.4168, 1.1527, -4.3928], [0.3085, 1.3964, -4.5682], [-3.2259, 0.4133, -1.6147], [-5.0556, 0.5481, -3.3161], [-4.5189, 1.0449, -5.6629], [-2.1969, 1.4507, -6.3723], [-1.5991, -1.6027, -0.4805], [-1.8725, -2.2984, 0.8067], [-3.5719, -1.7508, 1.3093], [-4.5792, -2.8419, 0.9749], [-3.9758, -3.6581, -0.1639], [-2.5478, -3.9408, 0.2558], [-3.7486, -0.8345, 0.7519], [-3.5233, -1.5122, 2.3663], [-5.5396, -2.4113, 0.6861], [-4.7486, -3.4836, 1.8427], [-3.9683, -3.0621, -1.0759], [-4.5328, -4.5750, -0.3500], [-1.9233, -4.3200, -0.5472], [-2.4941, -4.6037, 1.1160], [-2.3354, 2.4840, 2.5982], [-1.6137, 1.5959, 1.5935], [-1.4986, 0.3666, 1.8225], [-1.1522, 2.1380, 0.5652], [-1.8642, 2.3804, 3.5721], [-3.3766, 2.1838, 2.6832], [-2.2776, 3.5132, 2.2600]], "lowdin_spin": [3.95, 0.00, 0.01, 0.02, 0.00, 0.01, 0.02, 0.11, 0.20, 0.03, 0.01, 0.01, 0.00, 0.00, 0.00, 0.00, 0.00, 0.00, 0.00, 0.00, 0.00, 0.00, 0.00, 0.00, 0.00, 0.00, 0.00, 0.00, 0.18, 0.04, 0.08, 0.01, 0.00, 0.00, 0.00, 0.00, 0.01, 0.01, 0.00, 0.00, 0.00, 0.00, 0.09, 0.01, 0.00, 0.00, 0.00, 0.00, 0.00, 0.00, 0.00, 0.00, 0.00, 0.00, 0.00, 0.00, 0.01, 0.01, 0.08, 0.10, 0.00, 0.00, 0.00], "lumo_energy_ev": [0.36, -1.06], "multiplicity": 6, "homo_lumo_gap_ev": [8.01, 6.50], "largest_force_ev_per_a": 2.2}



[4]
{"formula": "C4H5N3O", "method": "ωB97M-V/def2-TZVPD", "species": ["C", "C", "C", "C", "H", "H", "H", "H", "H", "N", "N", "N", "O"], "xyz": [[1.0462, 0.0348, 0.0656], [0.5550, 1.3534, 0.1125], [-0.8499, 1.1685, 0.1163], [-1.1261, -0.2370, 0.1588], [1.0976, -2.3159, 0.2164], [2.8365, 0.3620, -0.2972], [0.8759, 2.3438, 0.0470], [-1.7020, 1.8592, -0.0699], [-2.9368, -0.1608, -0.5328], [0.0619, -0.9063, 0.5963], [2.2020, -0.4674, -0.2222], [-2.2082, -0.7886, -0.1877], [0.1480, -2.2457, -0.0030]], "mulliken_charge": [0.47, -0.59, -0.14, 0.54, 0.37, 0.26, 0.43, 0.31, 0.22, -0.11, -0.71, -0.64, -0.40], "lumo_energy_ev": -0.70, "multiplicity": 1, "homo_lumo_gap_ev": 8.85, "smiles": "[H]/N=C1C=C/C(=N\\[H])N\\1O", "largest_force_ev_per_a": 6.6}



[5]
{"formula": "C21H24FN3O3", "method": "ωB97M-V/def2-TZVPD", "species": ["C", "H", "H", "H", "O", "C", "O", "C", "C", "C", "C", "N", "C", "H", "C", "O", "N", "C", "H", "H", "H", "C", "C", "C", "C", "N", "C", "H", "H", "C", "C", "C", "C", "C", "C", "C", "H", "H", "H", "H", "F", "H", "H", "H", "H", "H", "H", "H", "H", "H", "H", "H"], "xyz": [[-2.2829, -1.7213, -5.8200], [-1.6344, -1.4363, -6.6511], [-3.3259, -1.7044, -6.1247], [-1.9983, -2.7191, -5.4793], [-2.1645, -0.7861, -4.7583], [-0.9335, -0.6044, -4.2723], [0.0444, -1.1781, -4.6908], [-0.9012, 0.3648, -3.1529], [0.3073, 0.9678, -2.8063], [0.3388, 1.8238, -1.7236], [-0.8413, 2.0274, -1.0084], [-1.9907, 1.4498, -1.3330], [-2.0236, 0.6476, -2.3764], [-2.9782, 0.1913, -2.5954], [-0.9191, 3.0534, 0.0890], [-1.3310, 4.1676, -0.1773], [-0.5217, 2.6910, 1.3274], [-0.6883, 3.6766, 2.3775], [0.2564, 4.1737, 2.6078], [-1.0888, 3.2154, 3.2780], [-1.3899, 4.4252, 2.0116], [0.0453, 1.3951, 1.6621], [1.3064, 1.5610, 2.5179], [1.8445, 0.1956, 2.9302], [0.7440, -0.5629, 3.6810], [-0.4649, -0.7388, 2.9106], [-0.9866, 0.5047, 2.3967], [-1.8196, 0.2984, 1.7224], [-1.3757, 1.0634, 3.2570], [-0.5669, -1.9364, 2.1040], [0.4717, -2.1572, 1.0231], [0.2147, -1.8361, -0.3034], [1.1351, -2.0303, -1.3170], [2.3709, -2.5646, -0.9987], [2.6559, -2.9140, 0.3108], [1.7122, -2.7210, 1.3039], [1.9357, -3.0183, 2.3180], [3.6124, -3.3490, 0.5582], [3.1007, -2.7216, -1.7775], [0.8779, -1.7815, -2.3340], [-1.0035, -1.3387, -0.6247], [-1.5595, -1.9320, 1.6477], [-0.5163, -2.7846, 2.7973], [1.0992, -1.5430, 4.0021], [0.4785, 0.0091, 4.5795], [2.7139, 0.3177, 3.5785], [2.1539, -0.3650, 2.0472], [1.0652, 2.1219, 3.4219], [2.0595, 2.1201, 1.9581], [0.3197, 0.8978, 0.7257], [1.2490, 2.3248, -1.4305], [1.1928, 0.7595, -3.3896]], "mulliken_charge": [-0.69, 0.30, 0.24, 0.30, -0.31, 0.35, -0.63, 0.77, -0.45, -0.30, 0.38, -0.57, -0.45, 0.48, 0.51, -0.70, 0.19, -1.15, 0.29, 0.36, 0.46, 1.02, -1.14, -0.28, -1.01, 0.40, -1.42, 0.33, 0.22, -1.77, 0.72, 0.71, -0.42, -0.75, -0.59, -0.30, 0.40, 0.41, 0.43, 0.51, -0.38, 0.47, 0.50, 0.38, 0.42, 0.46, 0.15, 0.45, 0.34, -0.55, 0.49, 0.46], "lumo_energy_ev": 0.31, "multiplicity": 1, "homo_lumo_gap_ev": 8.47, "smiles": "COC(=O)c1ccc(C(=O)N(C)[C@H]2CCCN(Cc3ccccc3F)C2)nc1", "largest_force_ev_per_a": 0.7}



[6]
{"formula": "C3H2Cl2O", "method": "ωB97M-V/def2-TZVPD", "species": ["C", "C", "C", "H", "H", "O", "Cl", "Cl"], "xyz": [[0.3422, -0.1168, 0.0185], [-0.7808, -0.7227, -0.1130], [-2.0559, -0.0742, 0.2629], [-0.8270, -1.8726, -0.0259], [-1.9959, 0.8731, 0.8633], [-3.0669, -0.5124, -0.1678], [1.9215, -0.9758, 0.0238], [0.5682, 1.5982, -0.0536]], "mulliken_charge": [0.36, -0.20, 0.01, 0.27, 0.29, -0.42, -0.17, -0.14], "lumo_energy_ev": -0.13, "multiplicity": 1, "homo_lumo_gap_ev": 10.25, "smiles": "O=CC=C(Cl)Cl", "largest_force_ev_per_a": 4.3}